{"formula": "C4H7N", "method": "ωB97M-V with the def2-TZVPD basis set", "symbols": ["C", "C", "C", "C", "H", "H", "H", "H", "H", "H", "H", "N"], "positions_angstrom": [[-0.98, 0.67, 0.08], [0.33, -1.05, 0.16], [1.31, 0.11, -0.16], [0.47, 1.12, -0.04], [-1.25, 1.05, 1.17], [-1.64, 1.27, -0.50], [-1.46, -0.95, -0.93], [0.75, -1.88, -0.42], [0.45, -1.58, 1.18], [2.50, -0.21, -0.08], [0.79, 2.18, 0.04], [-0.99, -0.71, -0.10]], "nbo_charge": [-0.24, -0.26, -0.23, -0.20, 0.16, 0.21, 0.38, 0.19, 0.18, 0.24, 0.21, -0.63], "multiplicity": 1, "charge": 0, "mol_weight_g_mol": 69.11, "lumo_ev": 1.169, "smiles": "C1=CCNC1", "energy_ha": -211.27223, "homo_ev": -8.50, "homo_lumo_gap_ev": 9.674}

=====

{"formula": "C4H7N", "method": "ωB97M-V with the def2-TZVPD basis set", "symbols": ["C", "C", "C", "C", "N", "H", "H", "H", "H", "H", "H", "H"], "positions_angstrom": [[0.81, -1.01, 1.09], [0.20, 0.06, 0.19], [-0.22, 1.20, 0.76], [-0.62, 0.06, -1.96], [0.34, -0.16, -1.19], [0.59, -0.74, 2.11], [0.30, -1.93, 0.78], [1.89, -1.08, 1.00], [-0.46, 2.04, 0.12], [-0.60, 1.21, 1.77], [-0.79, -0.40, -2.93], [-1.44, 0.75, -1.74]], "nbo_charge": [-0.63, 0.17, -0.46, 0.00, -0.43, 0.21, 0.21, 0.23, 0.19, 0.20, 0.17, 0.13], "multiplicity": 1, "charge": 0, "mol_weight_g_mol": 69.11, "lumo_ev": 0.792, "smiles": "C=NC(=C)C", "energy_ha": -211.29561, "homo_ev": -9.08, "homo_lumo_gap_ev": 9.868}

=====

{"formula": "C4H7N", "method": "ωB97M-V with the def2-TZVPD basis set", "symbols": ["C", "C", "C", "C", "H", "H", "H", "H", "H", "H", "H", "N"], "positions_angstrom": [[-1.17, -0.64, -0.11], [-0.07, 0.53, 0.31], [1.08, -0.39, 0.61], [1.83, -1.44, 0.64], [-1.07, -1.23, -1.06], [-2.29, -0.27, -0.34], [-1.24, -1.43, 0.84], [-0.26, 1.09, 1.13], [-0.56, 2.14, -0.88], [0.90, 2.16, -0.96], [2.82, -2.00, 0.70], [0.02, 1.48, -0.87]], "nbo_charge": [-0.62, -0.11, -0.01, -0.27, 0.24, 0.21, 0.22, 0.20, 0.33, 0.36, 0.26, -0.81], "multiplicity": 1, "charge": 0, "mol_weight_g_mol": 69.11, "lumo_ev": 0.977, "smiles": "C#C[C@H](C)N", "energy_ha": -211.18554, "homo_ev": -9.45, "homo_lumo_gap_ev": 10.427}

=====

Copy entry 2 word for word.
{"formula": "C4H7N", "method": "ωB97M-V with the def2-TZVPD basis set", "symbols": ["C", "C", "C", "C", "N", "H", "H", "H", "H", "H", "H", "H"], "positions_angstrom": [[0.81, -1.01, 1.09], [0.20, 0.06, 0.19], [-0.22, 1.20, 0.76], [-0.62, 0.06, -1.96], [0.34, -0.16, -1.19], [0.59, -0.74, 2.11], [0.30, -1.93, 0.78], [1.89, -1.08, 1.00], [-0.46, 2.04, 0.12], [-0.60, 1.21, 1.77], [-0.79, -0.40, -2.93], [-1.44, 0.75, -1.74]], "nbo_charge": [-0.63, 0.17, -0.46, 0.00, -0.43, 0.21, 0.21, 0.23, 0.19, 0.20, 0.17, 0.13], "multiplicity": 1, "charge": 0, "mol_weight_g_mol": 69.11, "lumo_ev": 0.792, "smiles": "C=NC(=C)C", "energy_ha": -211.29561, "homo_ev": -9.08, "homo_lumo_gap_ev": 9.868}